Molecular formula: C8H12N3S
Method: DFT, ωB97M-V with the def2-TZVPD basis set

Computed properties:
- Net charge: +1
- Calculated total energy: -23785.976 eV
- HOMO level: -12.81 eV

Bonds (Å) are listed after each position.
Geometry (Å):
1 C 0.808 -0.972 -3.400  C2 1.382, C3 1.375, H13 1.009
2 C 1.805 -0.292 -2.727  C1 1.382, C4 1.364, H14 1.093
3 C -0.455 -1.120 -2.877  C1 1.375, C5 1.385, H15 1.028
4 C 1.532 0.104 -1.451  C2 1.364, C6 1.364, H16 1.073
5 C -0.788 -0.563 -1.654  C3 1.385, C6 1.425, H17 1.102
6 C 0.255 0.129 -0.974  C4 1.364, C5 1.425, N10 1.487
7 C 0.273 -0.141 1.335  N9 1.246, N10 1.361, S12 2.089
8 C -1.334 -0.048 3.543  S12 1.837, H18 1.087, H19 1.035, H20 1.049
9 N 0.669 -1.322 1.340  C7 1.246, H21 1.037
10 N -0.128 0.700 0.344  C6 1.487, C7 1.361, N11 1.374
11 N -0.541 2.001 0.506  N10 1.374, H23 1.100, H24 0.985
12 S 0.092 1.009 3.070  C7 2.089, C8 1.837, H22 1.442
13 H 1.083 -1.437 -4.252  C1 1.009
14 H 2.822 -0.147 -3.102  C2 1.093
15 H -1.217 -1.522 -3.439  C3 1.028
16 H 2.268 0.447 -0.750  C4 1.073
17 H -1.721 -0.613 -1.070  C5 1.102
18 H -1.337 -0.911 2.881  C8 1.087
19 H -2.279 0.375 3.571  C8 1.035
20 H -1.101 -0.353 4.519  C8 1.049
21 H 0.761 -1.965 2.148  N9 1.037
22 H -0.604 1.844 2.123  S12 1.442
23 H 0.316 2.688 0.556  N11 1.100
24 H -1.179 2.110 -0.238  N11 0.985

=====

Molecular formula: C4H4FO2
Method: DFT, ωB97M-V with the def2-TZVPD basis set

Computed properties:
- Net charge: -1
- Calculated total energy: -11020.039 eV
- HOMO level (spin up / spin down): -2.83 / -2.83 eV

Bonds (Å) are listed after each position.
Geometry (Å):
1 C 2.282 -2.024 -0.198  F7 1.361, H8 1.090
2 C -0.362 -1.178 0.059  C3 1.414, C4 1.517, O5 1.553
3 C -1.645 -1.747 -0.113  C2 1.414, O5 1.328, O6 1.212
4 C 0.017 0.246 0.419  C2 1.517, H9 1.033, H10 1.120, H11 1.176
5 O -1.220 -1.896 1.136  C2 1.553, C3 1.328
6 O -2.543 -2.099 -0.847  C3 1.212
7 F 2.960 -0.887 0.117  C1 1.361
8 H 1.962 -2.487 0.736  C1 1.090
9 H 0.711 0.386 1.172  C4 1.033
10 H -0.852 0.765 0.897  C4 1.120
11 H 0.295 1.050 -0.393  C4 1.176

=====

What did we get for energy relative to the best compared isomer or geometry (same formula, charge and spin)? Answer: 82.92 125.78 kcal/mol, in the order shown.